1.
Molecular formula: C23H36Br2FN2O4
Method: DFT, ωB97M-V/def2-TZVPD

Last column: natural (NBO) charge in e.
Element x y z (Å)
Br  -1.180  3.389  -2.968  0.026
Br  -1.106  3.250  1.302  0.079
F  -3.339  1.128  0.848  -0.282
O  -1.955  -3.911  2.578  -0.696
O  0.765  0.835  -3.382  -0.519
O  -1.838  -4.544  0.434  -0.496
O  3.037  1.274  -3.406  -0.580
N  -4.767  -2.306  0.809  -0.620
N  -1.129  0.676  -0.008  -0.381
C  3.520  1.964  4.497  -0.616
C  2.382  -0.733  2.144  -0.405
C  1.976  -2.916  0.825  -0.406
C  1.722  -2.181  2.206  -0.424
C  -3.897  -1.562  1.749  -0.267
C  -1.781  -3.633  1.215  0.765
C  0.794  -2.801  -0.239  -0.467
C  -2.558  -1.128  1.027  -0.047
C  -2.144  2.588  -1.405  -0.251
C  -1.007  2.118  -0.345  -0.121
C  -2.314  0.257  0.603  0.631
C  3.960  0.890  3.426  -0.398
C  1.704  2.670  -4.836  -0.506
C  1.915  1.500  -3.797  0.801
C  1.230  0.092  -0.997  -0.498
C  -5.429  -1.327  -0.110  -0.433
C  -3.095  3.724  -0.879  -0.664
C  3.106  -0.464  3.534  -0.405
C  -1.523  -2.163  0.767  0.000
C  -0.281  -1.711  0.079  0.031
C  -0.120  -0.272  -0.275  0.314
C  2.434  2.330  -6.231  -0.604
C  1.067  -0.279  -2.538  -0.084
H  2.308  -2.763  2.982  0.229
H  -6.262  -0.776  0.430  0.192
H  -2.698  -4.551  2.599  0.514
H  3.736  1.650  5.554  0.216
H  2.933  -2.600  0.315  0.217
H  2.620  1.233  -6.346  0.221
H  2.369  -0.438  4.389  0.208
H  2.085  3.647  -4.447  0.247
H  2.101  -4.021  1.046  0.233
H  3.211  -0.737  1.373  0.202
H  -2.562  4.710  -0.750  0.248
H  3.351  2.967  -6.307  0.227
H  2.035  -0.591  -0.592  0.275
H  3.841  -1.282  3.778  0.210
H  4.123  2.898  4.302  0.215
H  1.582  1.136  -0.799  0.262
H  -4.729  -0.549  -0.511  0.186
H  5.064  0.679  3.490  0.213
H  1.186  -2.572  -1.276  0.230
H  1.616  0.063  1.906  0.192
H  1.743  2.659  -7.055  0.220
H  -5.838  -1.939  -0.968  0.227
H  -0.032  2.392  -0.812  0.284
H  -3.643  -2.155  2.676  0.246
H  2.439  2.257  4.354  0.201
H  0.655  -2.191  2.554  0.209
H  -5.533  -2.702  1.365  0.373
H  0.286  -3.802  -0.319  0.266
H  -3.850  3.913  -1.705  0.243
H  -2.700  1.709  -1.836  0.240
H  3.771  1.323  2.400  0.188
H  0.201  -1.004  -2.612  0.201
H  1.979  -0.859  -2.857  0.229
H  -3.705  3.439  0.021  0.239
H  0.605  2.744  -5.094  0.220
H  -4.440  -0.639  2.126  0.203

Values from the calculation:
HOMO-LUMO gap in Eh: 0.288
HOMO energy in eV: -12.53
Total charge: +1
SMILES: CCCCCCCc1c(C(=O)O)c(CNC)c(F)[n+]([C@H](Br)[C@@H](C)Br)c1CCOC(=O)CC
Calculated total energy in Ha: -6556.00880
Max |F| in hartree/bohr: 0.069
Molecular weight in g mol⁻¹: 583.4

2.
Molecular formula: C10H14N2OS
Method: DFT, ωB97M-V/def2-TZVPD

Last column: natural (NBO) charge in e.
Element x y z (Å)
S  -3.506  1.367  0.251  -0.284
O  -0.259  -2.173  -1.587  -0.732
N  -1.370  0.384  -1.053  -0.630
N  -0.936  2.236  0.229  -0.607
C  2.906  -0.638  0.984  -0.186
C  0.983  -0.729  2.441  -0.188
C  0.437  0.337  1.811  -0.234
C  1.120  0.946  0.821  -0.049
C  0.513  2.195  0.159  -0.243
C  2.370  0.473  0.414  -0.230
C  -1.197  -1.538  -2.456  -0.072
C  -2.165  -0.714  -1.583  -0.234
C  -1.890  1.358  -0.230  0.313
C  2.184  -1.264  2.053  -0.216
H  2.997  0.874  -0.369  0.219
H  -2.984  -0.271  -2.157  0.224
H  -1.759  -2.306  -3.049  0.170
H  2.721  -2.183  2.432  0.222
H  -2.555  -1.422  -0.819  0.194
H  -0.633  -3.010  -1.263  0.475
H  0.832  2.321  -0.893  0.213
H  -0.445  0.186  -0.747  0.402
H  -0.729  -0.864  -3.163  0.185
H  3.872  -1.099  0.598  0.218
H  0.802  3.131  0.724  0.226
H  0.475  -1.065  3.359  0.215
H  -1.299  2.832  0.921  0.405
H  -0.484  0.640  2.173  0.226

Values from the calculation:
Relative energy (zero: lowest compared OMol25 entry of this formula, charge and spin) in eV: 0.9039
HOMO-LUMO gap in Eh: 0.324
HOMO energy in eV: -8.09
SMILES: OCCNC(=S)NCc1ccccc1
Calculated total energy in Ha: -972.37201
Max |F| in hartree/bohr: 0.058
Molecular weight in g mol⁻¹: 210.3

3.
Molecular formula: C30H28N3ORbS4
Method: DFT, ωB97M-V/def2-TZVPD

Last column: natural (NBO) charge in e.
Element x y z (Å)
Rb  -0.891  -0.872  1.246  0.893
S  -3.776  -4.645  3.920  0.280
S  -1.939  -4.014  1.696  -0.599
S  -0.246  -2.073  4.283  -0.580
S  -2.441  -3.114  5.956  0.285
O  -4.643  -4.505  6.415  -0.664
N  -5.276  6.449  0.218  -0.428
N  2.118  -0.463  0.116  -0.389
N  0.238  -0.397  -1.808  -0.389
C  -2.372  -1.444  -4.179  -0.207
C  1.830  0.415  -3.496  -0.703
C  -3.865  4.326  0.693  -0.262
C  2.798  1.977  1.428  -0.630
C  -2.667  0.883  -3.672  -0.199
C  4.620  -0.676  3.449  -0.218
C  -1.096  2.101  -2.108  -0.649
C  1.409  -0.073  -2.131  0.275
C  -4.383  3.051  0.453  -0.183
C  -3.779  -4.187  5.610  0.141
C  3.356  0.652  1.875  -0.052
C  2.490  -0.170  -1.049  0.273
C  3.913  0.116  -1.461  -0.703
C  4.169  0.554  2.999  -0.213
C  2.920  -3.029  0.995  -0.636
C  -1.544  0.874  -2.851  -0.047
C  3.020  -0.527  1.208  0.179
C  3.426  -1.781  1.663  -0.031
C  -3.080  -0.262  -4.335  -0.232
C  -3.593  1.934  0.693  -0.299
C  -2.327  -3.772  3.391  -0.403
C  -2.261  1.975  1.169  -0.357
C  -0.847  -0.329  -2.718  0.180
C  -2.564  4.442  1.186  -0.199
C  -0.502  -2.785  -3.126  -0.632
C  -1.248  -1.500  -3.362  -0.051
C  -4.653  5.502  0.430  0.329
C  -1.697  -3.052  4.348  -0.396
C  4.244  -1.833  2.785  -0.200
C  -1.813  3.296  1.408  -0.295
H  -0.801  3.452  1.788  0.172
H  -0.525  -3.056  -2.068  0.249
H  2.952  2.157  0.362  0.199
H  5.233  -0.737  4.339  0.203
H  -3.967  -0.239  -4.956  0.202
H  -5.398  2.953  0.080  0.195
H  -1.119  1.937  -1.026  0.273
H  2.475  -0.320  -3.984  0.223
H  -2.704  -2.349  -4.674  0.200
H  3.334  -3.915  1.473  0.215
H  4.036  1.175  -1.703  0.224
H  1.720  2.024  1.602  0.245
H  0.550  -2.704  -3.411  0.201
H  2.399  1.343  -3.422  0.222
H  -0.947  -3.599  -3.697  0.210
H  0.956  0.581  -4.121  0.243
H  -0.075  2.386  -2.380  0.193
H  4.427  1.459  3.537  0.200
H  4.187  -0.451  -2.352  0.220
H  3.265  2.794  1.978  0.208
H  1.831  -3.088  1.073  0.263
H  -1.754  2.944  -2.319  0.219
H  -3.229  1.805  -3.770  0.208
H  3.176  -3.059  -0.067  0.197
H  4.548  -2.802  3.163  0.207
H  -2.159  5.430  1.383  0.192
H  4.596  -0.135  -0.652  0.244
H  -4.053  0.969  0.483  0.183

Values from the calculation:
Relative energy (zero: lowest compared OMol25 entry of this formula, charge and spin) in eV: 0.5956
HOMO-LUMO gap in Eh: 0.126
HOMO energy in eV: -0.22
Total charge: -2
Calculated total energy in Ha: -3016.37705
Max |F| in hartree/bohr: 0.011
Molecular weight in g mol⁻¹: 660.3

4.
Molecular formula: C11H17N2O7S2Ta
Method: DFT, ωB97M-V/def2-TZVPD

Last column: natural (NBO) charge in e.
Element x y z (Å)
Ta  7.368  8.202  8.829  2.112
S  10.789  9.159  6.171  0.532
S  9.642  9.200  8.983  -0.030
O  3.847  9.863  7.626  -0.445
O  7.612  5.669  5.608  -0.481
O  7.915  7.077  7.280  -0.821
O  5.545  9.060  11.649  -0.459
O  7.643  6.461  10.000  -0.754
O  6.018  9.259  7.958  -0.750
O  7.354  9.655  10.348  -0.635
N  5.436  6.691  8.394  -0.468
N  11.175  7.333  7.833  -0.510
C  10.569  8.448  7.648  0.003
C  5.412  5.571  9.493  -0.271
C  4.635  9.026  7.986  0.773
C  12.097  6.920  6.782  -0.237
C  6.430  5.667  10.519  -0.059
C  11.673  7.718  5.524  -0.535
C  5.603  6.060  7.038  -0.334
C  5.566  10.356  12.488  -0.246
C  6.306  8.940  10.610  0.503
C  7.152  6.229  6.523  0.803
C  4.253  7.609  8.453  -0.346
H  5.393  5.009  7.057  0.248
H  12.557  8.021  4.977  0.271
H  12.048  5.835  6.579  0.258
H  11.214  6.923  8.775  0.436
H  3.834  7.613  9.465  0.262
H  11.010  7.173  4.886  0.254
H  4.853  11.008  12.026  0.226
H  8.451  6.107  10.287  0.539
H  13.077  7.319  6.994  0.234
H  6.801  4.721  10.868  0.248
H  6.566  10.698  12.457  0.213
H  4.445  5.549  10.048  0.259
H  5.486  4.587  9.058  0.236
H  4.883  6.516  6.381  0.251
H  6.064  6.372  11.318  0.222
H  5.274  10.105  13.514  0.238
H  3.517  7.429  7.691  0.262

Values from the calculation:
Relative energy (zero: lowest compared OMol25 entry of this formula, charge and spin) in eV: 0.5018
HOMO-LUMO gap in Eh: 0.335
HOMO energy in eV: -16.21
Total charge: +2
Calculated total energy in Ha: -1918.46454
Max |F| in hartree/bohr: 0.080
Molecular weight in g mol⁻¹: 534.3

5.
Molecular formula: C12H16N2O
Method: DFT, ωB97M-V/def2-TZVPD

Last column: natural (NBO) charge in e.
Element x y z (Å)
O  0.529  1.927  3.260  -0.607
N  -1.355  1.593  2.047  -0.840
N  -1.096  -0.079  -3.276  -0.527
C  0.093  -0.306  2.450  -0.492
C  -0.228  -2.254  -2.384  -0.235
C  0.557  -2.780  -1.375  -0.212
C  -0.182  1.172  2.633  0.683
C  -0.339  -0.868  -2.449  0.113
C  1.313  -0.586  -0.728  -0.215
C  0.389  -0.017  -1.602  -0.040
C  0.052  1.336  -1.949  -0.121
C  -0.865  1.239  -2.945  -0.020
C  -0.170  -1.110  3.726  -0.600
C  0.566  2.552  -1.273  -0.630
C  1.356  -1.947  -0.566  -0.244
H  -1.869  -0.364  -3.852  0.411
H  -1.673  1.204  1.175  0.393
H  1.499  2.405  -0.747  0.223
H  -0.616  -2.937  -3.134  0.215
H  0.329  -2.077  3.696  0.214
H  1.945  -2.412  0.206  0.213
H  0.226  -0.577  4.597  0.217
H  2.002  0.053  -0.184  0.213
H  -1.239  -1.142  3.931  0.209
H  -1.564  2.577  2.136  0.391
H  0.772  3.423  -1.900  0.223
H  -0.166  2.909  -0.536  0.214
H  -0.645  -0.658  1.723  0.204
H  0.590  -3.846  -1.231  0.210
H  1.109  -0.441  2.099  0.229
H  -1.320  2.011  -3.548  0.207

Values from the calculation:
Relative energy (zero: lowest compared OMol25 entry of this formula, charge and spin) in eV: 0.2065
HOMO-LUMO gap in Eh: 0.321
HOMO energy in eV: -8.02
SMILES: Cc1c[nH]c2ccccc12.CCC(N)=O
Calculated total energy in Ha: -651.63600
Max |F| in hartree/bohr: 0.025
Molecular weight in g mol⁻¹: 204.3

6.
Molecular formula: C28H32BrFeN10O4P
Method: DFT, ωB97M-V/def2-TZVPD

Last column: Löwdin charge in e.
Element x y z (Å)
Br  0.170  -6.141  3.950  0.815
Fe  0.571  0.233  -0.862  0.490
P  2.582  2.926  -0.152  1.200
O  -1.312  0.347  -1.496  0.030
O  -2.848  -0.630  -2.722  0.036
O  1.433  -3.399  -0.350  -0.154
O  -0.346  -1.450  0.213  -0.030
N  0.567  3.423  1.760  -0.112
N  2.501  0.128  -0.269  0.015
N  1.084  1.675  -2.142  0.003
N  1.950  3.569  -2.840  -0.108
N  4.504  0.903  0.215  -0.112
N  0.638  -1.256  -2.278  0.057
N  -2.651  -1.011  1.116  0.135
N  -3.347  -1.837  3.050  0.195
N  -0.677  -1.406  -2.767  0.088
N  0.224  1.621  0.544  0.017
C  -0.617  2.882  2.170  -0.015
C  1.198  4.612  2.326  -0.004
C  5.589  1.826  0.540  -0.004
C  -3.247  -1.689  -3.614  -0.003
C  1.228  3.055  -3.879  -0.019
C  4.614  -0.454  0.131  -0.019
C  3.369  -0.923  -0.168  -0.067
C  0.680  -3.538  0.792  -0.186
C  -0.823  1.768  1.409  -0.054
C  -0.281  -2.552  1.033  -0.141
C  3.213  1.224  -0.029  -0.428
C  2.280  -4.507  -0.680  -0.045
C  1.051  2.634  0.774  -0.431
C  -3.863  -0.421  1.431  -0.213
C  0.818  -4.599  1.668  -0.046
C  -4.599  0.534  0.731  -0.008
C  -6.242  0.421  2.517  -0.067
C  -1.211  -2.730  2.061  -0.052
C  2.697  4.824  -2.862  -0.001
C  -1.079  -3.814  2.928  -0.063
C  -1.610  -0.535  -2.304  -0.536
C  -0.048  -4.710  2.749  -0.673
C  -2.380  -1.844  2.099  -0.223
C  1.842  2.708  -1.803  -0.417
C  0.693  1.882  -3.434  -0.078
C  -5.790  0.943  1.293  -0.070
C  -5.520  -0.523  3.220  -0.002
C  -4.320  -0.932  2.648  -0.169
H  1.562  5.257  1.530  0.083
H  -3.057  -2.661  -3.158  0.107
H  -4.314  -1.559  -3.753  0.110
H  -4.242  0.922  -0.215  0.113
H  -6.398  1.678  0.783  0.109
H  -1.655  1.091  1.417  0.092
H  0.454  5.153  2.903  0.100
H  2.540  5.299  -3.825  0.100
H  1.702  -5.429  -0.749  0.109
H  -1.784  -3.971  3.731  0.109
H  -7.184  0.769  2.919  0.112
H  2.712  -4.287  -1.653  0.100
H  -3.370  -2.398  3.884  0.166
H  3.040  -1.938  -0.282  0.091
H  5.359  2.375  1.450  0.096
H  5.754  2.523  -0.278  0.092
H  3.077  -4.624  0.056  0.105
H  1.579  -5.351  1.525  0.106
H  1.274  -1.093  -3.052  0.136
H  -5.875  -0.920  4.161  0.118
H  0.900  -2.099  -1.755  0.096
H  -2.744  -1.590  -4.576  0.105
H  -1.208  3.331  2.949  0.135
H  0.046  1.203  -3.963  0.112
H  6.494  1.247  0.696  0.100
H  -0.876  -2.120  -3.447  0.150
H  -1.297  -1.099  0.333  0.058
H  5.546  -0.963  0.306  0.134
H  2.340  5.489  -2.079  0.093
H  3.760  4.636  -2.729  0.096
H  2.023  4.333  2.979  0.101
H  1.154  3.559  -4.827  0.135

Values from the calculation:
Relative energy (zero: lowest compared OMol25 entry of this formula, charge and spin) in eV: 0.0000
HOMO-LUMO gap in Eh: 0.304
HOMO energy in eV: -12.68
Total charge: +2
Calculated total energy in Ha: -6113.44292
Max |F| in hartree/bohr: 0.006
Molecular weight in g mol⁻¹: 739.4

7.
Molecular formula: C8H38F6O11P
Method: DFT, ωB97M-V/def2-TZVPD

Last column: natural (NBO) charge in e.
Element x y z (Å)
P  0.145  0.063  -0.322  2.602
F  -0.154  0.181  1.253  -0.589
F  0.436  -0.077  -1.915  -0.599
F  0.287  -1.537  -0.195  -0.582
F  -1.466  -0.114  -0.574  -0.590
F  1.756  0.237  -0.106  -0.601
F  0.099  1.685  -0.358  -0.584
O  -1.748  2.924  -3.063  -0.967
O  -0.622  4.504  0.734  -0.975
O  -3.112  -0.198  1.515  -0.954
O  -2.428  2.630  -0.109  -0.957
O  3.456  2.078  -1.801  -0.945
O  0.716  2.653  2.927  -0.947
O  -1.394  0.662  6.060  -0.752
O  -1.240  -5.188  1.200  -0.736
O  2.790  0.031  2.358  -0.746
O  -0.625  0.716  -4.643  -0.730
O  2.358  -1.931  -2.813  -0.952
C  4.613  -1.237  1.308  -0.630
C  3.358  -1.273  2.187  -0.064
C  -0.797  1.990  -6.663  -0.632
C  -1.993  -3.621  -0.518  -0.643
C  -1.583  0.180  4.747  -0.064
C  0.138  1.258  -5.707  -0.064
C  -1.555  -1.347  4.819  -0.628
C  -1.692  -3.845  0.969  -0.057
H  0.768  0.555  -6.264  0.156
H  -2.908  2.614  0.727  0.478
H  -1.443  1.273  -7.172  0.206
H  -1.001  -3.646  -0.962  0.209
H  -1.032  -3.114  1.441  0.173
H  -2.336  -1.665  5.521  0.195
H  0.190  2.074  2.362  0.475
H  -2.700  -4.427  -0.712  0.208
H  2.868  -1.118  -2.874  0.461
H  -2.529  -2.680  -0.626  0.223
H  -1.891  1.817  -0.105  0.490
H  -2.108  2.482  -2.286  0.475
H  5.434  -0.788  1.873  0.198
H  -2.885  0.570  2.048  0.455
H  -0.483  -5.362  0.629  0.454
H  -2.612  -3.850  1.560  0.167
H  -1.318  2.740  -6.069  0.226
H  0.019  0.423  -3.984  0.488
H  2.852  1.798  -1.103  0.486
H  0.181  4.071  0.432  0.466
H  2.651  -1.945  1.691  0.161
H  2.212  0.071  1.576  0.486
H  -1.826  -1.826  3.874  0.217
H  4.443  -0.770  0.344  0.217
H  -1.347  4.005  0.309  0.487
H  3.145  1.619  -2.586  0.458
H  -0.660  -1.839  5.200  0.205
H  -0.711  0.430  4.137  0.185
H  3.581  -1.740  3.146  0.162
H  1.580  -1.688  -2.295  0.487
H  -1.241  2.233  -3.517  0.477
H  -0.581  1.124  6.252  0.482
H  4.963  -2.273  1.241  0.197
H  -2.530  0.518  4.331  0.158
H  1.628  2.462  2.680  0.473
H  -2.640  -0.058  0.669  0.483
H  0.843  1.984  -5.281  0.154
H  -0.313  2.503  -7.497  0.206

Values from the calculation:
Relative energy (zero: lowest compared OMol25 entry of this formula, charge and spin) in eV: 0.0000
HOMO-LUMO gap in Eh: 0.377
HOMO energy in eV: -7.81
Total charge: -1
Calculated total energy in Ha: -2096.07639
Max |F| in hartree/bohr: 0.049
Molecular weight in g mol⁻¹: 455.3